*one*
ORCA calculation (the ωB97M-V functional and the def2-TZVPD basis) on C5H7N3S in the gas phase.

Values from the calculation:
* SMILES: CCn1cnncc1=S
* E_LUMO: -0.60 eV

Structure (ORCA input):
```
! wB97M-V def2-TZVPD RIJCOSX def2/J DEFGRID3
* xyz 0 1
C -2.007 -0.221 -0.612
C -1.244 -0.161 0.687
N 0.105 0.133 0.403
C 0.495 1.411 0.293
N 1.715 1.833 -0.153
N 2.676 0.904 -0.342
C 2.424 -0.351 -0.244
C 1.125 -0.937 0.052
S 0.747 -2.512 0.137
H -1.290 -0.830 -1.234
H -2.969 -0.440 -0.490
H -1.939 0.774 -1.009
H -1.589 0.699 1.323
H -1.205 -1.251 1.188
H -0.259 2.086 0.385
H 3.215 -1.135 -0.385
*
```


*two*
ORCA calculation (the ωB97M-V functional and the def2-TZVPD basis) on C5H7N3S in the gas phase.

Values from the calculation:
* SMILES: C1=C[C@@H]2NSN[C@@H]2N=C1
* E_LUMO: 0.38 eV

Structure (ORCA input):
```
! wB97M-V def2-TZVPD RIJCOSX def2/J DEFGRID3
* xyz 0 1
C -1.561 0.411 -0.429
C -0.701 1.169 0.217
C 0.651 0.673 0.607
N 1.634 1.077 -0.453
S 2.969 -0.065 -0.237
N 1.790 -1.295 -0.106
C 0.661 -0.907 0.726
N -0.402 -1.600 0.075
C -1.189 -1.013 -0.692
H -2.489 0.868 -0.775
H -1.012 2.240 0.207
H 1.050 1.016 1.553
H 1.210 0.679 -1.306
H 2.212 -2.194 -0.043
H 0.827 -1.200 1.716
H -1.713 -1.506 -1.422
*
```


Least stable structure: *two*


*one*
ORCA calculation (the ωB97M-V functional and the def2-TZVPD basis) on 2 unconnected molecules or ions with the total composition C12H14NO2.

Values from the calculation:
* E_LUMO: 2.95 eV

Structure (ORCA input):
```
! wB97M-V def2-TZVPD RIJCOSX def2/J DEFGRID3
* xyz -1 1
C 2.898 -0.832 0.537
C 1.713 -0.774 -0.331
C 1.068 0.066 -1.205
C 0.824 -1.933 -0.232
C -0.297 -1.762 -1.073
C 0.934 -3.035 0.768
C -1.336 -2.776 -0.989
C -0.188 -3.879 0.835
C -1.341 -3.579 0.044
N -0.111 -0.553 -1.657
H 2.622 -0.910 1.578
H 3.788 -0.161 0.480
H 1.182 1.131 -1.654
H -0.721 -0.097 -2.387
H 1.810 -3.252 1.378
H -2.127 -2.746 -1.687
H -0.504 -4.685 1.434
H -2.211 -4.181 0.367
H 3.537 -1.555 0.244
C -0.106 2.604 0.750
C -0.484 2.571 2.280
C -0.950 3.742 0.001
O -1.932 4.278 0.567
O -0.820 3.990 -1.230
H 0.998 2.531 0.599
H -0.517 1.620 0.343
H -0.823 1.562 2.372
H -1.126 3.282 2.595
H 0.481 2.706 2.929
*
```


*two*
ORCA calculation (the ωB97M-V functional and the def2-TZVPD basis) on a molecular structure, C12H14NO2.

Values from the calculation:
* E_LUMO: 3.44 eV

Structure (ORCA input):
```
! wB97M-V def2-TZVPD RIJCOSX def2/J DEFGRID3
* xyz -1 1
C -0.188 -4.236 0.253
C -0.260 -0.688 -0.643
C -0.417 -2.035 -1.011
C 0.221 -2.802 0.029
C 0.824 -1.851 0.824
C -0.996 0.273 -1.398
C -1.757 -0.098 -2.463
C -1.895 -1.483 -2.836
C -1.029 -2.375 -2.244
N 0.470 -0.563 0.538
H -0.971 1.294 -1.061
H -2.332 0.666 -3.005
H 0.694 0.411 1.347
H -2.594 -1.737 -3.612
H 1.376 -2.160 1.706
H -0.928 -3.390 -2.605
H 0.005 -4.730 -0.694
H -1.251 -4.241 0.506
H 0.202 -4.653 1.189
C 0.525 3.064 0.586
C -0.705 3.887 1.014
C 1.323 2.588 1.774
O 1.276 1.325 2.083
O 2.084 3.317 2.415
H 0.436 2.449 -0.320
H 1.101 3.830 0.019
H -0.340 4.727 1.606
H -1.340 3.354 1.716
H -1.184 4.184 0.079
*
```


Least stable structure: *one*